C7H11NO2 | ωB97M-V/def2-TZVPD

Structure (ORCA input):
```
! RIJCOSX wB97M-V def2-TZVPD def2/J DEFGRID3
* xyz 0 1
C -1.827 -1.404 -0.032
C -0.453 -2.027 0.095
C 0.653 -1.364 0.353
C 1.933 -1.321 0.455
N 3.090 -1.086 0.577
H -2.237 -0.956 0.843
H -2.407 -2.184 -0.455
H -1.866 -0.585 -0.654
H -0.593 -2.997 0.241
H 3.483 -0.224 0.281
C -0.294 1.693 1.613
O -0.521 1.368 0.313
C 0.557 1.120 -0.526
C -0.023 0.875 -1.885
O 1.718 1.272 -0.245
H -1.255 2.094 1.975
H 0.595 2.460 1.764
H -0.070 0.797 2.102
H -0.890 0.292 -1.869
H 0.753 0.343 -2.523
H -0.344 1.834 -2.425
*
```

The HOMO energy is -0.31074 hartree. For the energy relative to the best compared isomer or geometry (same formula, charge and spin), the calculation gives 4.731 eV. The gap between HOMO and LUMO is 8.65 eV.

natural (NBO) atomic charge list, values in e, 2 entries: atom 1 (C): -0.6513, atom 2 (C): -0.0758

***

C7H11NO2S | ωB97M-V/def2-TZVPD

Structure (ORCA input):
```
! RIJCOSX wB97M-V def2-TZVPD def2/J DEFGRID3
* xyz 0 1
C -1.949 -0.901 0.053
C 0.158 1.799 -2.855
C -0.495 -1.090 0.104
C -0.217 -0.394 1.422
C 0.303 -1.648 -0.791
C 0.585 0.886 1.279
C 0.309 -1.297 2.522
N -0.384 1.493 -1.764
O -2.811 -1.180 -0.725
O 1.470 1.968 -2.937
S -2.046 -0.045 1.614
H -0.326 1.957 -3.822
H 1.853 1.819 -2.056
H -0.106 -2.071 -1.692
H 1.370 -1.702 -0.657
H 1.618 0.649 1.032
H 0.566 1.447 2.209
H 0.169 1.497 0.481
H 1.334 -1.588 2.304
H -0.300 -2.195 2.605
H 0.289 -0.774 3.476
H -1.389 1.372 -1.800
*
```

The HOMO energy is -0.34776 hartree. For the energy relative to the best compared isomer or geometry (same formula, charge and spin), the calculation gives 0.102 eV. The gap between HOMO and LUMO is 9.59 eV.

natural (NBO) atomic charge list, values in e, 2 entries: atom 1 (C): 0.4119, atom 2 (C): 0.4219

***

C7H11NO2S | ωB97M-V/def2-TZVPD

Structure (ORCA input):
```
! RIJCOSX wB97M-V def2-TZVPD def2/J DEFGRID3
* xyz 0 1
C -2.006 -1.318 -0.038
C 2.191 -1.399 -0.617
C 0.136 -0.503 0.258
C -0.768 0.786 -0.079
C 0.509 -1.041 1.609
C -0.689 1.158 -1.536
C -0.294 1.945 0.756
N 0.995 -0.869 -0.801
O -2.660 -2.299 -0.209
O 2.779 -1.566 0.400
S -2.489 0.351 0.275
H 2.550 -1.509 -1.623
H 1.391 -0.455 2.172
H 0.722 -2.109 1.525
H -0.320 -0.963 2.281
H -1.270 2.005 -1.792
H -1.060 0.242 -2.019
H 0.380 1.328 -1.734
H 0.560 2.399 0.359
H -0.102 1.747 1.733
H -1.165 2.709 0.719
H 0.609 -0.640 -1.638
*
```

The HOMO energy (spin up / spin down) is -0.27565 / -0.27542 hartree. For the energy relative to the best compared isomer or geometry (same formula, charge and spin), the calculation gives 2.299 eV. The gap between HOMO and LUMO (spin up / spin down) is 7.30 / 7.29 eV.

natural (NBO) atomic charge list, values in e, 2 entries: atom 1 (C): 0.3377, atom 2 (C): 0.5377

***

C7H11NO3 | ωB97M-V/def2-TZVPD

Structure (ORCA input):
```
! RIJCOSX wB97M-V def2-TZVPD def2/J DEFGRID3
* xyz 0 1
C -1.817 0.379 0.074
C -0.370 0.733 0.211
C 1.568 -1.385 -0.241
C 1.640 -0.445 0.965
C -2.857 1.225 -0.435
C 0.863 -1.340 -1.314
C 2.674 0.719 0.772
N -2.119 -0.819 0.505
O -3.289 -1.281 0.392
O 0.181 1.511 -0.476
O 0.281 0.060 1.191
H 2.354 -2.061 -0.394
H 1.946 -1.079 1.773
H -2.707 1.251 -1.575
H -2.831 2.319 -0.237
H -3.906 0.871 -0.234
H -0.048 -0.660 -1.459
H 0.998 -1.973 -2.088
H -1.268 -1.345 0.550
H 3.063 1.200 1.671
H 2.094 1.512 0.183
H 3.552 0.609 0.167
*
```

The HOMO energy (spin up / spin down) is -0.32808 / -0.32803 hartree. For the energy relative to the best compared isomer or geometry (same formula, charge and spin), the calculation gives 4.884 eV. The gap between HOMO and LUMO (spin up / spin down) is 9.07 / 9.07 eV.

natural (NBO) atomic charge list, values in e, 2 entries: atom 1 (C): 0.0545, atom 2 (C): 0.7588

***

C7H11NO3S | ωB97M-V/def2-TZVPD

Structure (ORCA input):
```
! RIJCOSX wB97M-V def2-TZVPD def2/J DEFGRID3
* xyz 0 1
C 0.903 0.599 -0.827
C 2.296 1.149 -0.443
C 1.160 0.643 1.669
C -1.215 0.101 0.499
C 0.149 0.848 0.549
C 2.493 0.771 0.977
C -1.093 -1.411 0.422
N -2.688 -1.015 -1.624
O -2.467 -3.439 -0.583
O 3.609 0.782 1.473
O -0.175 -2.157 0.586
S -2.754 -2.063 -0.227
H 0.427 1.181 -1.642
H 1.057 -0.536 -1.115
H 3.247 0.880 -1.002
H 2.320 2.242 -0.439
H 0.866 1.238 2.591
H 0.949 -0.525 1.940
H -1.723 0.274 1.398
H -1.697 0.431 -0.464
H -0.025 1.909 0.606
H -2.003 -1.252 -2.434
H -3.636 -0.651 -1.909
*
```

The HOMO energy is -0.33525 hartree. For the energy relative to the best compared isomer or geometry (same formula, charge and spin), the calculation gives 3.411 eV. The gap between HOMO and LUMO is 9.24 eV.

natural (NBO) atomic charge list, values in e, 2 entries: atom 1 (C): -0.4125, atom 2 (C): -0.5258

***

C7H11NO3S | ωB97M-V/def2-TZVPD

Structure (ORCA input):
```
! RIJCOSX wB97M-V def2-TZVPD def2/J DEFGRID3
* xyz 0 1
C 2.695 -1.305 0.665
C 2.714 0.229 0.546
S 1.383 0.717 -0.481
O 1.365 2.120 -0.600
O 1.512 0.066 -1.774
O 0.120 0.129 0.362
C -1.194 -0.197 -0.346
C -0.947 -1.510 -0.950
N -0.680 -2.510 -1.457
C -1.786 1.015 -1.027
C -2.548 1.378 0.239
C -2.260 -0.004 0.785
H 1.780 -1.684 1.138
H 2.868 -2.045 -0.239
H 3.511 -1.427 1.358
H 3.637 0.490 0.178
H 2.620 0.550 1.637
H -2.347 0.619 -1.871
H -0.983 1.726 -1.242
H -2.132 2.213 0.906
H -3.633 1.550 0.040
H -1.915 0.017 1.824
H -3.074 -0.650 0.859
*
```

The HOMO energy is -0.39863 hartree. For the energy relative to the best compared isomer or geometry (same formula, charge and spin), the calculation gives 3.817 eV. The gap between HOMO and LUMO is 11.44 eV.

natural (NBO) atomic charge list, values in e, 2 entries: atom 1 (C): -0.6229, atom 2 (C): -0.6825

***

C7H11NO7P2 | ωB97M-V/def2-TZVPD

Structure (ORCA input):
```
! RIJCOSX wB97M-V def2-TZVPD def2/J DEFGRID3
* xyz 0 1
O 1.733 -0.129 2.514
P 1.213 0.880 1.584
O 2.346 1.653 0.800
H 2.018 2.415 0.317
O 0.396 2.075 2.250
H -0.379 1.740 2.726
C 0.048 0.158 0.327
P -1.140 -0.657 1.471
O -1.751 0.353 2.358
O -0.363 -1.827 2.195
H 0.449 -1.502 2.623
O -2.193 -1.439 0.582
H -3.068 -1.383 0.969
O -0.583 1.203 -0.371
H -1.245 1.602 0.211
C 0.782 -0.811 -0.605
C 0.371 -0.593 -2.032
C 1.150 0.156 -2.903
C 0.710 0.356 -4.201
C -0.503 -0.200 -4.575
N -1.255 -0.913 -3.755
C -0.829 -1.103 -2.520
H -1.476 -1.692 -1.883
H -0.896 -0.070 -5.575
H 1.295 0.930 -4.903
H 2.090 0.574 -2.568
H 1.860 -0.656 -0.499
H 0.547 -1.833 -0.301
*
```

The HOMO energy is -0.35523 hartree. For the energy relative to the best compared isomer or geometry (same formula, charge and spin), the calculation gives 0.000 eV. The gap between HOMO and LUMO is 9.95 eV.

natural (NBO) atomic charge list, values in e, 2 entries: atom 1 (O): -1.1096, atom 2 (P): 2.3456

***

C7H11NOS2 | ωB97M-V/def2-TZVPD

Structure (ORCA input):
```
! RIJCOSX wB97M-V def2-TZVPD def2/J DEFGRID3
* xyz 0 1
C 3.148 0.824 0.049
C 2.480 1.826 0.750
C 2.539 -0.408 0.156
C 1.383 -0.380 0.894
C 2.947 -1.684 -0.622
C -4.080 0.029 -0.145
C -2.035 1.288 -0.222
N -2.677 0.160 -0.336
O -2.780 -2.313 -0.619
S 1.071 1.156 1.549
S -1.833 -1.250 -0.442
H 3.962 1.084 -0.608
H 2.736 2.904 1.070
H 3.341 -1.238 -1.582
H 3.829 -2.226 -0.104
H 2.012 -2.138 -0.747
H -4.337 -0.698 0.584
H -4.473 1.020 0.241
H -4.682 -0.154 -1.075
H 0.853 -1.226 1.367
H -2.426 2.233 0.143
H -0.981 1.191 -0.301
*
```

The HOMO energy (spin up / spin down) is -0.26418 / -0.25023 hartree. For the energy relative to the best compared isomer or geometry (same formula, charge and spin), the calculation gives 4.061 eV. The gap between HOMO and LUMO (spin up / spin down) is 7.51 / 6.77 eV.

natural (NBO) atomic charge list, values in e, 2 entries: atom 1 (C): -0.2733, atom 2 (C): -0.4071

***

no.,maximum force (eV Å⁻¹)
1,4.9
2,1.0
3,5.3
4,5.6
5,4.6
6,4.4
7,1.4
8,4.0